[1]
The following is a DFT calculation (ωB97M-V with the def2-TZVPD basis set) of a 13-piece molecular cluster, C105H69F7O33 overall in a non-equilibrium geometry.

Last column: Mulliken charge in e.
Cartesian coordinates (Å):
C 31.43638 6.57296 11.26081  0.63
C 31.95231 6.13882 12.57402  0.50
O 32.41418 4.83584 12.39900  -0.34
C 32.01110 4.37616 11.24261  0.37
O 32.25744 3.22905 10.88389  -0.55
O 31.36893 5.38840 10.53025  -0.07
F 30.92195 6.17217 13.43600  -0.36
H 32.10100 7.25702 10.73315  -0.50
H 30.48793 7.08096 11.43537  0.09
H 32.72875 6.82799 12.90611  0.26
C 35.87822 8.53138 1.43764  -0.38
C 37.23492 9.22971 1.49296  0.30
O 37.11359 9.80679 2.78850  -0.28
C 35.80888 9.94408 3.09610  0.23
O 35.39636 10.59535 4.05006  -0.02
O 35.07443 9.31791 2.21849  -0.22
F 37.37925 10.19432 0.56052  -0.33
H 35.92460 7.55159 1.91302  0.28
H 35.46466 8.37800 0.44087  0.24
H 38.03805 8.50841 1.34202  0.35
C 33.98220 5.55511 -0.48569  -0.33
C 32.57022 5.00948 -0.45490  0.02
O 32.06273 5.15097 0.90304  -0.06
C 33.15281 5.37062 1.65368  0.26
O 33.26629 5.61096 2.86087  -0.25
O 34.29648 5.51872 0.85292  -0.28
F 32.49211 3.74963 -0.89690  -0.21
H 33.91762 6.57880 -0.85447  0.26
H 34.71565 4.90792 -0.96662  0.31
H 31.95002 5.62017 -1.11105  0.23
C 33.41680 6.79521 5.78516  1.61
C 34.76944 7.19181 5.34350  0.75
O 35.56893 6.08801 5.65104  -0.01
C 34.94522 5.40616 6.69709  0.44
O 35.49028 4.65943 7.49366  -0.54
O 33.72606 5.84035 6.78297  -0.21
F 35.10766 8.23046 6.01873  0.16
H 32.79928 6.26456 5.06048  -0.64
H 32.88861 7.69191 6.10927  -0.94
H 34.72775 7.45337 4.28617  -0.51
C 39.45752 6.27748 6.95699  -0.16
C 38.42658 7.35620 6.88694  0.95
O 38.41184 7.81343 5.56892  0.14
C 39.48967 7.35342 4.95773  0.57
O 39.88591 7.63602 3.86617  -0.62
O 40.27535 6.67598 5.85906  -0.44
F 38.69002 8.26902 7.78716  -0.33
H 39.03086 5.31898 6.66148  -0.08
H 39.95945 6.21046 7.92222  0.44
H 37.42633 7.03257 7.17480  -0.51
C 28.78192 3.12866 8.95139  -0.06
C 28.67633 3.84301 7.59361  0.15
O 29.26491 2.87022 6.79682  -0.17
C 29.13635 1.64095 7.27412  0.54
O 29.43584 0.64614 6.55245  -0.59
O 28.79351 1.69099 8.56601  -0.34
F 29.44880 4.95547 7.66965  -0.08
H 28.04408 3.45395 9.68479  0.36
H 29.72186 3.46319 9.39037  -0.05
H 27.68172 4.06769 7.20840  0.23
C 29.74087 6.65915 4.62079  -0.08
C 29.67906 7.54586 3.43500  0.68
O 29.45238 6.61640 2.36573  -0.37
C 29.59633 5.38647 2.84080  0.29
O 29.34065 4.34580 2.24609  -0.61
O 29.95427 5.37558 4.10182  -0.01
F 30.87050 8.09205 3.35795  -0.16
H 28.83962 6.81175 5.21455  0.18
H 30.53880 6.71269 5.36143  -0.12
H 28.94976 8.33793 3.60485  0.24
C 42.13543 11.20851 10.35530  -0.46
C 42.64566 10.72850 9.12057  -0.86
C 41.80192 10.91140 8.02667  -0.53
C 40.54395 11.55157 8.05717  0.55
C 40.09263 12.11606 9.32695  0.09
C 40.87480 11.81999 10.43680  -0.47
C 38.65821 12.61867 9.37405  0.19
O 38.11569 12.97828 10.45686  -0.69
C 37.87964 12.67719 8.06072  0.71
C 36.60076 13.24320 8.08790  -0.33
C 35.85453 13.38646 6.94362  -0.79
C 36.34278 13.00880 5.67302  -0.54
C 37.66690 12.42786 5.59069  -0.85
C 38.42558 12.26393 6.80118  0.29
C 39.73936 11.58752 6.79596  0.92
O 40.26085 11.11235 5.71814  -0.79
H 42.82535 11.26653 11.18418  0.36
H 43.63503 10.29728 9.08066  0.46
H 42.12731 10.50463 7.08060  0.44
H 40.52833 12.25378 11.36318  0.44
H 36.00848 13.48143 8.95901  0.44
H 34.84955 13.77197 6.85524  0.33
H 35.75814 13.12134 4.77195  0.55
H 38.05903 12.14155 4.62598  0.56
C 32.61093 11.87285 5.16922  -0.40
C 31.86374 12.80540 4.55278  -1.23
C 30.49510 12.87669 4.80370  -0.62
C 29.81698 11.90542 5.51043  0.14
C 30.61089 10.93163 6.15944  0.47
C 32.02356 10.92925 5.96925  -0.05
C 30.09861 9.82541 6.99060  1.86
O 30.78041 8.96984 7.57324  -0.76
C 28.57092 9.86113 7.14315  0.45
C 27.94212 8.89487 7.99154  -1.11
C 26.56421 8.83631 8.11712  -0.71
C 25.73523 9.76875 7.42209  -0.71
C 26.34616 10.71771 6.63660  -0.80
C 27.76431 10.84402 6.51019  0.02
C 28.30798 11.98663 5.75858  0.37
O 27.69212 12.93907 5.33257  -0.66
H 33.68518 11.85495 5.05932  0.58
H 32.29995 13.53376 3.88522  0.51
H 29.94048 13.68620 4.35260  0.52
H 32.62531 10.07994 6.25736  -0.12
H 28.53355 8.11041 8.44010  0.64
H 26.01362 8.10655 8.69217  0.49
H 24.66935 9.71245 7.58681  0.46
H 25.75599 11.46646 6.12918  0.50
C 28.96408 11.82009 10.46120  -0.45
C 28.86818 10.95142 11.55156  -0.70
C 30.03945 10.37555 12.09756  -0.83
C 31.30307 10.58923 11.42234  0.33
C 31.32167 11.48280 10.28855  0.48
C 30.15971 12.07786 9.81578  -0.69
C 32.59482 11.70008 9.53761  0.49
O 32.68599 12.72388 8.73013  -0.68
C 33.60884 10.66120 9.63644  0.15
C 34.54101 10.45296 8.59955  -0.20
C 35.37668 9.36885 8.66794  -0.99
C 35.27619 8.37820 9.59259  -0.60
C 34.45944 8.63936 10.71034  -1.03
C 33.56235 9.70917 10.72627  0.35
C 32.53200 9.82648 11.74399  0.48
O 32.67017 9.16448 12.79797  -0.70
H 28.01572 12.20770 10.11947  0.38
H 27.94832 10.74401 12.07809  0.46
H 29.77912 9.73711 12.92883  0.50
H 30.23267 12.67372 8.91799  0.61
H 34.78795 11.09731 7.76874  0.89
H 36.12537 9.23152 7.90177  0.43
H 35.95401 7.53884 9.54310  0.69
H 34.55476 8.00007 11.57556  0.61
C 42.49144 -0.40951 7.34672  -1.01
C 42.70340 0.94902 7.14908  -0.61
C 41.71878 1.89504 7.40271  -0.54
C 40.50981 1.52836 7.98050  0.06
C 40.18433 0.14303 7.99243  0.79
C 41.24066 -0.74079 7.81237  -0.34
C 38.80161 -0.42150 8.41870  0.33
O 38.61834 -1.68985 8.34491  -0.74
C 37.81516 0.54437 8.93172  0.77
C 36.57719 0.07274 9.36985  -1.10
C 35.65355 0.93490 9.88386  -0.64
C 36.02615 2.27811 10.08476  -0.36
C 37.18823 2.78111 9.64428  -0.91
C 38.14825 1.92947 8.98501  0.20
C 39.44760 2.53418 8.39300  1.24
O 39.75053 3.74372 8.47062  -0.79
H 43.40712 -0.94716 7.14962  0.38
H 43.69012 1.36137 6.99821  0.47
H 41.87949 2.95870 7.30672  0.49
H 41.04146 -1.80089 7.86638  0.43
H 36.15229 -0.91855 9.42633  0.45
H 34.69720 0.71184 10.33336  0.55
H 35.44758 3.00261 10.63862  0.41
H 37.43257 3.82101 9.80337  0.44
C 37.64313 -0.66314 4.83357  -0.19
C 38.53269 -1.69521 4.44247  -0.92
C 39.76759 -1.37567 3.88258  -0.83
C 40.17086 -0.08349 3.64643  0.57
C 39.29432 0.93668 4.20962  0.60
C 37.98060 0.66395 4.65020  -0.74
C 39.77073 2.35395 4.38794  0.50
O 39.03137 3.21484 4.90965  -0.52
C 41.18284 2.66896 3.83085  0.54
C 41.71946 3.95605 4.03337  -0.85
C 42.96769 4.31642 3.46316  -0.68
C 43.66707 3.34278 2.69333  -0.74
C 43.11359 2.04618 2.61604  -0.74
C 41.85996 1.70685 3.10621  0.38
C 41.42995 0.21908 2.95733  0.30
O 41.92266 -0.67804 2.27487  -0.66
H 36.73195 -1.05113 5.26438  0.37
H 38.27924 -2.73431 4.59231  0.51
H 40.41721 -2.19855 3.62325  0.46
H 37.33499 1.38659 5.12703  0.65
H 41.14618 4.78234 4.42707  0.55
H 43.33664 5.32998 3.51784  0.52
H 44.63488 3.46294 2.22932  0.40
H 43.71579 1.30761 2.10784  0.44
C 34.48779 -1.32247 -1.45977  -0.55
C 33.62425 -0.38108 -2.00064  -0.74
C 32.87520 0.44699 -1.12990  -0.29
C 33.05884 0.36495 0.23500  0.28
C 34.09244 -0.49324 0.75794  0.29
C 34.75717 -1.34886 -0.08161  -0.52
C 34.30319 -0.63552 2.33683  0.26
O 35.23521 -1.27879 2.83813  -0.64
C 33.46408 0.28873 3.16651  0.35
C 33.74820 0.44114 4.54185  -0.38
C 33.10136 1.30282 5.38782  -1.49
C 32.05481 2.06313 4.83746  -0.07
C 31.74566 1.95153 3.49543  -1.02
C 32.44683 1.10688 2.62040  0.22
C 32.19353 1.24185 1.14361  0.66
O 31.29823 1.97337 0.69409  -0.68
H 34.96766 -2.02136 -2.12885  0.39
H 33.56778 -0.26485 -3.07288  0.39
H 32.21389 1.08505 -1.69730  0.43
H 35.33677 -2.14685 0.35846  0.46
H 34.44196 -0.19941 5.06606  0.51
H 33.21509 1.35528 6.46054  0.71
H 31.46589 2.63643 5.53811  0.67
H 31.05711 2.64890 3.04159  0.73

Atoms 1-6, force components in eV/Å:
0.2407 1.0690 -0.7592
1.0225 1.4492 0.3683
0.3807 0.7766 1.5463
0.2055 -2.5156 -2.4215
-1.2130 3.0491 0.2057
-0.0594 -2.5792 -0.3854

Summary:
net charge: 0
E: -196591.646 eV

***

[2]
The following is a DFT calculation (ωB97M-V with the def2-TZVPD basis set) of C10H10AsN2O4ReS5 as an isolated structure in a non-equilibrium geometry.

Last column: natural (NBO) charge in e.
Cartesian coordinates (Å):
Re 0.92060 -1.28321 -0.38615  0.97
N 0.47860 -2.63701 3.61575  -0.72
C 0.67340 -2.56731 2.31815  0.72
O 1.12310 -1.53351 1.78095  -0.66
C 0.40470 -3.77391 1.44245  -0.53
C 0.25490 -3.34051 -0.00715  -0.57
H 0.65500 -1.81511 4.18095  0.44
H 0.13200 -3.46541 4.07695  0.44
H -0.49350 -4.28741 1.79465  0.27
H 1.25650 -4.45131 1.56005  0.27
H -0.80240 -3.25361 -0.27165  0.27
H 0.76240 -4.03501 -0.68785  0.27
S 3.54490 1.08379 -3.98935  0.03
As 2.69220 -0.59981 -2.91165  0.87
S 0.50460 -1.17651 -2.62855  0.04
S 3.14690 -1.35851 -0.76775  0.08
S 3.93780 -0.92231 -4.71945  -0.03
O 1.51980 1.48529 -1.59275  -0.60
C 0.65750 1.51839 -0.71525  0.67
N 0.55320 0.56459 0.23135  -0.80
S -1.00180 0.47949 0.89685  2.27
O -1.42300 -0.71951 0.16615  -0.92
O -1.03360 0.40229 2.30805  -0.82
C -1.51040 2.02769 0.18565  -0.23
C -2.65930 2.75909 0.35445  -0.18
C -2.76370 3.97479 -0.32085  -0.14
C -1.74500 4.41789 -1.15155  -0.15
C -0.58740 3.66999 -1.32255  -0.12
C -0.46690 2.47179 -0.62995  -0.17
H -3.44680 2.41069 1.00015  0.26
H -3.64000 4.58579 -0.17105  0.26
H -1.85220 5.35569 -1.67425  0.25
H 0.20800 4.01269 -1.96475  0.25

Atoms 1-6, force components in eV/Å:
1.1184 -1.0616 -0.6956
0.0578 0.3897 0.0101
-0.3473 -1.3421 0.2295
0.2818 0.6293 -1.1208
0.0895 0.3994 0.3673
-0.0243 0.9561 -0.0578

Summary:
energy relative to the best compared isomer or geometry (same formula, charge and spin): 70.39 kJ/mol
net charge: +2
E: -138831.660 eV

***

[3]
The following is a DFT calculation (ωB97M-V with the def2-TZVPD basis set) of one molecule with the formula C10H10BBrO2 in a non-equilibrium geometry.

Last column: natural (NBO) charge in e.
Cartesian coordinates (Å):
O -1.90977 -1.99131 -1.86511  -0.89
B -2.07293 -0.90434 -1.00514  1.15
O -3.32421 -0.49100 -0.64371  -0.93
C -0.85070 0.10961 -0.86223  -0.34
Br -1.76885 1.91898 -1.00759  -0.06
C 0.09703 0.04071 -2.06041  -0.48
C 1.19266 1.04054 -1.98849  -0.13
C 1.66933 1.42982 -0.80814  -0.22
C 1.09763 0.97855 0.42646  -0.04
C 1.66109 1.15547 1.68328  -0.18
C 1.23089 0.47959 2.79947  -0.21
C 0.08851 -0.29882 2.74611  -0.20
C -0.60524 -0.40022 1.54341  -0.18
C -0.02628 0.08714 0.44827  -0.05
H -2.69190 -2.52414 -1.98875  0.49
H -4.10566 -0.40277 -1.17598  0.52
H -0.39640 -0.09883 -3.06672  0.24
H 0.63459 -0.89619 -1.84287  0.24
H 1.69623 1.46267 -2.83614  0.22
H 2.49244 2.11405 -0.80915  0.21
H 2.48651 1.79668 1.79049  0.20
H 1.70689 0.67006 3.71476  0.21
H -0.30985 -0.91191 3.51189  0.21
H -1.53262 -1.12555 1.43037  0.21

Atoms 1-6, force components in eV/Å:
0.7315 0.6373 0.9555
-1.0131 -0.0585 -2.2765
0.4109 -0.2318 1.3197
0.4889 0.0970 0.2084
0.2911 0.0188 0.1272
-0.0653 -1.0522 -0.4932

Summary:
energy relative to the best compared isomer or geometry (same formula, charge and spin): 17.64 kJ/mol
net charge: 0
SMILES: OB(O)[C@]1(Br)CC=Cc2ccccc21
E: -85347.701 eV

***

[4]
The following is a DFT calculation (ωB97M-V with the def2-TZVPD basis set) of C10H10BiBr2 as an isolated structure in a non-equilibrium geometry.

Last column: natural (NBO) charge in e.
Cartesian coordinates (Å):
C -1.80610 -0.69002 -0.92203  -0.44
C -1.82956 -1.22696 0.43467  -0.30
C -2.06862 -0.15115 1.30979  -0.32
H -1.82389 -2.28812 0.70000  0.23
C -2.24337 1.03863 0.53909  -0.27
C -2.13644 0.71729 -0.82889  -0.33
H -2.34710 1.36708 -1.67700  0.23
H -1.78557 -1.27625 -1.83052  0.25
H -2.09017 -0.23033 2.39293  0.21
H -2.43362 2.02718 0.94522  0.21
Bi 0.84366 -0.42062 -0.88983  1.38
Br 1.27000 -2.47478 -2.40648  -0.41
C 2.69079 0.71388 -4.52849  -0.38
C 1.59678 1.51240 -4.99347  -0.36
C 0.60138 0.62990 -5.53417  -0.37
H 1.53640 2.60167 -4.95822  0.18
C 1.08736 -0.70738 -5.40976  -0.35
C 2.37979 -0.65326 -4.79606  -0.37
H 3.03037 -1.50342 -4.59448  0.19
H 3.61045 1.07526 -4.06202  0.19
H -0.34984 0.92723 -5.97822  0.18
H 0.56330 -1.61740 -5.70945  0.18
Br 2.51279 -0.85634 1.12787  -0.53

Atoms 1-6, force components in eV/Å:
0.2014 0.6628 0.3620
0.2337 0.6032 0.1750
0.2624 -0.3006 -0.5473
0.2974 0.4755 -0.1379
0.0755 -0.6157 -0.5151
0.2621 -0.6289 0.4906

Summary:
energy relative to the best compared isomer or geometry (same formula, charge and spin): 0.00 kJ/mol
net charge: -1
E: -156457.143 eV

***

For each record above, in turn, the calculated orbital gap values are 7.308, 5.921, 8.563, 4.163 eV.